Molecular formula: C6H7NS2
Method: DFT, ωB97M-V/def2-TZVPD

```
16
Properties=species:S:1:pos:R:3:forces:R:3
H -0.333 -0.492 -1.098 0.40 -0.33 -0.94
H -3.493 -0.678 1.001 1.24 -0.74 -1.07
S 4.375 1.117 -0.204 -0.07 2.17 -0.66
S 4.497 -1.951 0.575 0.79 -1.04 0.37
H -2.476 0.902 -0.833 -2.34 2.60 -3.62
C 2.814 0.309 0.032 3.90 -1.16 1.35
C -2.025 0.370 -0.142 0.27 -1.64 3.14
C 0.132 0.790 0.405 3.21 -0.89 -1.27
H -1.935 -1.509 0.517 0.68 -1.74 0.97
H -2.034 0.967 0.778 0.17 0.00 -0.40
H 1.597 1.850 -0.508 -0.36 -1.35 1.05
C 1.542 0.856 0.101 -1.47 3.08 -1.64
C -2.723 -0.917 0.179 -2.24 1.31 0.94
C 3.979 -0.461 0.290 -3.96 -0.91 -0.20
H -3.279 -1.369 -0.625 0.10 -0.24 -0.42
N -0.640 0.215 -0.469 -0.32 0.89 2.41
```
Positions in Å, forces in eV/Å.

* Kohn-Sham gap (alpha / beta): 6.1 / 5.3 eV
* net charge: 0
* spin multiplicity: 3
* largest force on an atom: 5.0 eV Å⁻¹

---

Molecular formula: C8H12N2
Method: DFT, ωB97M-V/def2-TZVPD

```
22
Properties=species:S:1:pos:R:3:forces:R:3
C -0.998 1.027 -0.079 -0.36 0.25 -0.67
C -2.124 -0.973 0.106 0.40 1.30 -0.71
N 1.852 0.642 1.322 1.20 -0.05 -0.65
C -0.537 2.449 -0.286 0.93 -2.08 3.73
H -0.364 -3.130 1.329 0.13 1.03 -0.32
N -0.114 0.014 0.147 -0.39 -0.87 1.20
H 2.213 0.818 -1.318 0.05 0.02 -0.62
C 1.295 0.141 0.319 -0.06 -0.02 -0.01
H -2.939 -1.575 -0.157 -0.66 -1.34 0.40
H -1.171 2.944 -0.878 -2.33 1.89 -2.49
H -0.513 2.998 0.685 0.01 -0.36 -0.52
H -3.154 0.868 -0.659 1.80 -0.67 1.38
H 1.640 -0.861 -1.617 0.06 0.38 0.48
C 0.018 -2.393 0.578 -0.67 -0.21 0.87
C -2.209 0.392 -0.171 -2.99 2.99 -1.69
C -0.813 -1.186 0.311 1.64 -0.78 0.47
C 2.092 -0.172 -0.885 2.10 -0.89 -0.40
H 3.166 -0.509 -0.637 -1.77 0.43 -0.19
H 0.453 2.459 -0.651 1.12 0.16 -0.67
H 1.202 0.993 1.969 -1.20 0.28 1.30
H 0.024 -2.950 -0.333 0.80 -0.54 -0.72
H 0.981 -1.993 0.904 0.19 -0.91 -0.15
```
Positions in Å, forces in eV/Å.

* Kohn-Sham gap: 8.8 eV
* net charge: 0
* SMILES: [H]/N=C(/C)n1c(C)ccc1C
* largest force on an atom: 4.6 eV Å⁻¹

---

Molecular formula: C38H28F10HfN11O4S3
Method: DFT, ωB97M-V/def2-TZVPD

```
95
Properties=species:S:1:pos:R:3:forces:R:3
C 1.103 -2.660 -1.363 -0.07 0.51 0.19
H -3.200 0.555 3.094 0.14 0.12 0.00
C 0.109 4.676 -2.183 0.04 0.75 -0.71
C -3.159 -4.097 -1.867 0.03 0.30 -0.06
N 0.163 5.387 -3.087 -0.04 0.06 -0.14
N -1.230 -0.888 -1.632 0.35 0.34 0.07
C -2.634 1.256 2.462 0.08 -0.16 0.04
F 1.208 -1.345 -1.745 0.29 -0.94 -0.05
C -4.181 0.797 -0.835 0.37 0.02 -0.13
H 6.227 4.737 3.321 0.03 -0.01 -0.09
H -1.889 -1.018 2.212 0.06 -0.04 0.12
H 4.730 2.952 3.968 -0.03 0.01 0.04
H -5.907 -2.829 -0.511 0.24 -0.01 -0.13
O -4.247 -2.315 0.586 0.09 -0.13 0.29
C -4.823 -2.691 -0.644 -0.16 0.11 -0.13
C 1.630 2.005 -2.804 -0.16 0.20 -0.20
C 0.991 -5.274 -0.670 0.15 -0.08 -0.40
C 5.715 1.236 0.654 0.16 0.05 0.01
H -3.087 2.247 2.602 0.11 -0.14 0.12
C 2.543 0.899 -1.007 0.44 0.78 -1.31
H 7.211 2.754 0.488 0.08 -0.01 -0.03
H 3.520 0.933 3.180 -0.14 0.05 0.16
F 1.725 -5.919 -2.853 -0.11 0.26 0.27
C -5.403 0.836 -1.467 -0.22 -0.02 -0.04
S -1.222 2.612 -1.079 0.29 -0.33 0.15
O 3.066 -1.262 1.918 0.24 0.31 -0.10
C 4.649 0.760 1.397 -0.36 -0.46 -0.24
C 1.394 -4.963 -1.963 -0.03 0.16 0.18
N 6.728 4.124 2.696 0.17 0.27 0.08
H -1.380 -1.106 -4.972 0.06 0.06 -0.08
S 3.599 -0.548 0.777 -0.49 -0.60 0.62
F -5.459 0.588 -2.791 -0.07 0.15 0.32
H 1.661 -0.320 2.935 -0.08 0.13 0.15
C 0.919 0.373 3.328 0.49 -0.03 -0.03
C -1.542 -1.389 -3.945 -0.01 0.02 0.20
C 6.396 2.359 1.080 0.02 0.02 0.02
F -7.490 1.596 1.366 0.17 -0.08 -0.22
H 3.011 3.056 -4.070 0.01 -0.01 -0.06
C -1.207 1.364 2.985 -0.66 0.51 -0.07
N -2.711 0.864 1.056 1.16 -0.29 0.32
H 0.882 -2.234 2.619 -0.09 -0.13 0.14
O -2.781 -5.191 -2.223 0.17 -0.28 -0.17
C -0.076 -2.137 2.097 -0.04 0.10 0.28
H -0.779 2.318 2.660 -0.02 -0.28 0.14
H 4.971 2.219 -2.676 0.09 0.10 -0.11
F -3.103 0.600 -1.633 -0.85 0.17 0.18
C -5.178 1.246 1.240 0.23 -0.06 0.15
H 0.719 0.139 4.382 -0.17 -0.02 -0.10
C -0.918 -1.027 2.714 -0.09 -0.77 -0.19
C 6.028 3.019 2.257 -0.15 -0.46 0.01
H -1.259 1.373 4.084 0.12 -0.12 -0.07
F 0.240 -4.788 1.449 0.07 0.12 -0.19
C 1.068 3.832 -0.157 -1.59 -0.77 -0.36
C 4.997 2.480 3.032 0.03 0.01 -0.06
C 1.447 -3.614 -2.295 0.01 -0.13 -0.10
C -1.073 -0.584 -2.921 -0.04 0.01 -0.20
N 1.439 1.257 -1.722 0.38 -0.83 1.17
H -4.654 -1.936 -1.419 -0.08 -0.03 0.17
H 1.315 1.384 3.276 -0.02 0.04 0.02
H 7.239 4.620 1.983 -0.06 0.05 0.03
C -3.942 0.970 0.559 -0.80 0.11 -0.47
C -1.917 -1.983 -1.325 -0.25 -0.24 0.17
C 0.070 3.785 -1.102 0.46 -0.59 1.28
F -5.252 1.421 2.591 0.04 -0.03 -0.25
Hf -0.024 0.467 0.083 -0.06 -0.01 0.42
C -2.449 -2.841 -2.283 0.24 0.24 -0.14
H -4.630 -4.780 -0.686 0.07 0.00 -0.13
C -6.560 1.115 -0.750 0.10 0.01 0.09
N 3.024 5.459 -0.291 0.15 0.14 -0.04
C -2.223 -2.551 -3.625 -0.02 0.04 0.37
H -1.067 -1.242 3.784 0.00 0.15 -0.11
C 4.314 1.362 2.596 -0.01 0.00 -0.01
N 3.788 1.223 -1.365 -0.04 0.00 -0.08
H -2.591 -3.214 -4.392 -0.02 -0.10 -0.07
H -4.183 -1.356 0.649 -0.07 0.23 -0.06
H -0.556 0.345 -3.123 0.00 -0.03 -0.05
C 3.946 1.969 -2.435 -0.14 0.08 -0.10
H -2.053 -2.185 -0.269 0.06 -0.01 -0.15
C 2.123 4.746 -0.250 0.80 0.80 -0.09
C 2.884 2.417 -3.212 -0.18 -0.21 0.15
H 5.990 0.726 -0.254 0.01 0.03 -0.08
S 1.142 2.740 1.181 -0.29 -0.41 -0.39
N -0.309 0.291 2.531 -0.02 0.21 -0.65
C 0.626 -4.298 0.242 -0.12 0.38 0.19
H -0.640 -3.061 2.252 0.06 0.17 -0.01
O 4.281 -1.348 -0.201 0.19 0.44 -0.05
N 0.186 -1.866 0.688 -0.69 1.79 0.61
F 0.931 -6.561 -0.292 0.02 0.24 -0.09
N -4.259 -3.932 -1.089 -0.43 -0.07 0.34
C 0.622 -2.896 -0.048 0.45 -1.11 -1.09
F -7.771 1.167 -1.345 0.25 -0.03 0.12
C -6.406 1.329 0.613 -0.29 -0.03 -0.32
N 2.286 0.209 0.100 0.10 -0.67 0.44
F 1.822 -3.236 -3.531 -0.03 -0.09 0.31
H 0.747 2.294 -3.362 -0.07 0.00 0.10
```
Positions in Å, forces in eV/Å.

* Kohn-Sham gap: 6.9 eV
* net charge: -1
* largest force on an atom: 2.0 eV Å⁻¹

---

Molecular formula: C6H11N3OS
Method: DFT, ωB97M-V/def2-TZVPD

```
22
Properties=species:S:1:pos:R:3:forces:R:3
N 3.761 -1.138 0.745 -1.33 -2.66 0.12
H 1.328 2.401 0.046 1.06 0.25 0.25
C 0.458 0.290 -0.157 1.23 1.14 -0.30
H -5.393 -0.608 0.468 0.69 0.49 0.13
H -1.093 3.282 -0.049 -0.36 0.89 -0.06
C 3.020 -0.252 0.089 -0.72 0.31 -0.15
H -5.317 -2.088 0.776 -0.73 -2.18 0.17
S -1.987 -1.228 -0.283 0.83 -1.83 -0.17
H 1.333 -1.569 -0.213 0.01 -1.33 0.00
C 0.511 1.749 -0.072 -1.78 0.83 0.10
H 3.337 -2.086 0.966 0.34 1.89 -0.25
H 3.177 1.611 -0.880 -1.35 0.11 -0.59
O -1.656 1.311 -0.339 -0.87 -0.72 0.06
C -0.733 2.296 -0.137 2.50 -2.33 -0.14
N -5.008 -1.473 0.075 3.41 3.08 1.29
N 3.552 0.855 -0.363 3.90 0.92 1.11
C 1.568 -0.548 -0.115 -2.13 1.11 0.05
H 4.765 -1.260 0.725 0.16 0.91 -0.19
C -1.095 0.092 -0.315 1.42 1.21 0.52
H -5.374 -1.399 -0.830 -1.01 -1.35 -1.78
H -3.725 -1.372 -0.006 -3.08 0.42 0.16
H 4.573 1.132 -0.131 -2.17 -1.15 -0.33
```
Positions in Å, forces in eV/Å.

* Kohn-Sham gap (alpha / beta): 7.1 / 7.1 eV
* net charge: +2
* largest force on an atom: 4.8 eV Å⁻¹

---

Total energy (computed, hartree): -1083.67710 -421.49456 -4609.55025 -872.27259
Relative energy (zero: lowest compared OMol25 entry of this formula, charge and spin) (computed, kJ/mol): 443.3 172.4 89.4 0.0